The ion C6H12N3O3 with charge +1 at a distorted geometry, computed with ωB97M-V with the def2-TZVPD basis set.

Geometry as XYZ:
```
24
C6H12N3O3 ωB97M-V with the def2-TZVPD basis set
C -1.066 -1.640 -0.121
C -1.504 -0.480 0.298
C 0.484 -0.762 1.411
C 1.180 -1.553 -0.989
C -0.107 1.589 0.795
C 0.569 1.955 -0.528
N -0.465 0.238 1.069
N -2.645 0.330 -0.197
N 0.332 -1.782 0.244
O -3.565 0.651 0.460
O -2.443 0.732 -1.325
O 1.870 1.396 -0.500
H -1.487 -2.445 -0.640
H 1.394 -0.367 1.582
H 0.060 -1.363 2.301
H 1.380 -0.549 -1.205
H 2.135 -2.074 -0.918
H 0.756 -2.012 -1.881
H 0.540 1.974 1.656
H -0.937 2.379 0.858
H 0.489 3.024 -0.641
H -0.157 1.551 -1.270
H 0.692 -2.703 0.527
H 2.495 1.911 -0.987
```

orbital gap = 9.66 eV
E_HOMO = -13.449 eV
charge = +1
spin multiplicity = 1
energy relative to the best compared isomer or geometry (same formula, charge and spin) = 4.709 eV